Formula: C44H82O17Si2
Source: OMol25
Level of theory: ωB97M-V/def2-TZVPD

Last column: Mulliken charge in e.
Positions of all 145 atoms, in Å:
1 C -2.17962 1.82632 4.26112  0.02
2 C -2.66821 1.69856 3.03518  -0.47
3 Si -3.43643 1.03606 1.41701  0.36
4 C -4.82372 2.31171 0.92784  -0.41
5 C -5.27439 2.19949 -0.61949  -0.29
6 C -5.84208 3.66959 -1.05490  -0.90
7 C -6.97923 4.24881 -0.06766  -0.60
8 C -8.38133 3.42306 -0.10783  -0.36
9 C -9.12868 3.51207 1.34861  -0.51
10 C -10.70332 3.18052 1.20616  -0.70
11 C -11.13420 1.68611 1.65125  -0.25
12 C -9.95147 0.59141 1.61170  -0.08
13 C -10.44910 -0.92496 1.96703  -0.84
14 C -11.82677 -1.34431 1.24193  -0.65
15 C -11.82964 -1.07385 -0.36755  -0.28
16 O -12.01608 -2.36336 -1.06441  -0.41
17 C -11.89518 -2.08531 -2.49234  -0.61
18 O -2.35277 0.96779 0.06076  -0.09
19 Si -0.68552 0.78099 0.52321  -0.02
20 C 0.18973 2.45001 0.02617  -0.33
21 C 0.37347 3.42126 1.31703  -0.91
22 C 0.23949 -0.58584 -0.52004  -0.88
23 C 1.84458 -0.40108 -0.31056  0.97
24 C 2.79535 -0.53872 -1.56356  -0.73
25 C 4.34449 -0.34228 -1.38946  -0.33
26 C 5.05761 0.00276 -0.00926  -0.74
27 C 4.11709 0.11767 1.25574  -0.38
28 C 2.52218 -0.07517 1.07650  -0.21
29 H -1.51842 1.99481 5.19753  0.35
30 H -4.08868 -0.26363 1.53746  -0.20
31 H -4.31898 3.35852 1.04994  0.28
32 H -5.72127 2.24282 1.65705  0.08
33 H -4.41731 1.96076 -1.35341  0.26
34 H -6.16384 1.45673 -0.70034  0.20
35 H -5.01467 4.45864 -1.17273  0.35
36 H -6.34525 3.55542 -2.10170  0.32
37 H -6.64782 4.37461 1.02697  0.32
38 H -7.22798 5.32398 -0.44802  0.34
39 H -9.08137 4.01814 -0.82748  0.33
40 H -8.25826 2.33946 -0.47895  0.07
41 H -9.06049 4.62869 1.68240  0.42
42 H -8.57523 2.91102 2.15574  0.18
43 H -11.28970 3.91454 1.89653  0.28
44 H -11.02019 3.33330 0.11146  0.34
45 H -12.02505 1.37922 0.96703  0.05
46 H -11.55577 1.69202 2.72929  0.25
47 H -9.21428 0.87251 2.46791  0.30
48 H -9.31788 0.61053 0.63883  -0.01
49 H -9.62763 -1.66436 1.59743  0.30
50 H -10.54691 -1.07852 3.11791  0.32
51 H -12.73758 -0.79286 1.68187  0.27
52 H -12.00188 -2.47153 1.40277  0.35
53 H -10.76269 -0.71871 -0.66286  0.32
54 H -12.64709 -0.31040 -0.65185  0.28
55 H -10.92571 -2.55696 -2.92817  0.21
56 H -11.83818 -0.93756 -2.62938  0.29
57 H -12.76747 -2.53302 -3.09957  0.23
58 H -0.46587 0.41624 1.91902  -0.06
59 H 1.18581 2.28404 -0.52060  0.22
60 H -0.51911 2.96050 -0.75011  0.48
61 H 0.35765 4.51816 0.92640  0.25
62 H 1.35989 3.15503 1.83996  0.21
63 H -0.54265 3.22041 2.00365  0.30
64 H -0.08072 -0.54420 -1.62219  0.39
65 H -0.02592 -1.58902 0.00008  0.24
66 H 2.28655 -0.77340 -2.57863  0.29
67 H 5.03367 -0.42809 -2.30479  0.26
68 H 6.20442 0.16395 0.05527  0.38
69 H 4.53562 0.37343 2.29203  0.34
70 H 1.90564 0.02849 2.04773  0.21
71 C 3.50651 -3.32145 1.56582  -0.88
72 C 4.95179 -3.72236 1.79124  -0.25
73 O 5.25762 -3.76492 3.19187  -0.31
74 C 4.83874 -4.86302 3.84584  0.71
75 O 4.24640 -5.79967 3.36001  -0.56
76 O 5.17125 -4.72896 5.14445  -0.29
77 C 4.70365 -5.79229 5.97270  -0.67
78 H 3.28245 -2.38560 2.08261  0.17
79 H 3.30216 -3.19425 0.50019  0.24
80 H 2.82245 -4.07759 1.96070  0.46
81 H 5.60975 -2.97058 1.34722  0.30
82 H 5.18562 -4.67822 1.31255  0.33
83 H 5.01065 -6.76514 5.58180  0.30
84 H 3.61640 -5.74026 6.06588  0.30
85 H 5.14362 -5.66528 6.96347  0.21
86 C 3.94787 5.04413 -2.10686  -1.29
87 C 2.90243 5.21124 -1.02003  0.24
88 O 3.38842 6.05910 0.02845  -0.32
89 C 3.35147 7.37896 -0.22826  0.74
90 O 2.94369 7.89655 -1.24363  -0.56
91 O 3.87051 8.02632 0.83224  -0.33
92 C 3.97240 9.43789 0.65342  -0.64
93 H 4.89521 4.70346 -1.67966  0.32
94 H 3.61519 4.32202 -2.85603  0.36
95 H 4.14919 5.99332 -2.61016  0.36
96 H 2.69108 4.23877 -0.56753  -0.05
97 H 1.95824 5.59110 -1.42233  0.34
98 H 3.01544 9.87062 0.35250  0.29
99 H 4.74633 9.66428 -0.08368  0.29
100 H 4.26352 9.87776 1.60895  0.23
101 C 8.42824 -5.84602 -2.46947  -1.08
102 C 8.92611 -4.45930 -2.83200  -0.14
103 O 8.41017 -4.04832 -4.10432  -0.36
104 C 7.13991 -3.60525 -4.09978  0.76
105 O 6.41818 -3.52005 -3.13168  -0.53
106 O 6.79976 -3.29581 -5.36477  -0.34
107 C 5.43902 -2.89327 -5.51372  -0.28
108 H 8.64619 -6.55491 -3.27318  0.30
109 H 8.89821 -6.19730 -1.54805  0.36
110 H 7.34469 -5.85132 -2.32605  0.28
111 H 10.01516 -4.47725 -2.92448  0.29
112 H 8.68064 -3.72649 -2.05732  0.27
113 H 5.18574 -2.08434 -4.82437  0.12
114 H 4.77897 -3.75030 -5.36096  0.13
115 H 5.30443 -2.52938 -6.53377  0.23
116 C 8.45330 4.24736 6.12876  -1.08
117 C 8.83466 3.52754 4.84866  -0.17
118 O 8.78527 2.10660 5.02816  -0.36
119 C 7.55712 1.55858 4.98580  0.78
120 O 6.51772 2.15219 4.80452  -0.56
121 O 7.68089 0.23633 5.20448  -0.33
122 C 6.43505 -0.45575 5.27358  -0.21
123 H 9.06545 3.89613 6.96418  0.29
124 H 8.58511 5.32629 6.02001  0.35
125 H 7.41106 4.05373 6.39489  0.31
126 H 9.86615 3.77629 4.58577  0.28
127 H 8.20483 3.83590 4.00866  0.30
128 H 5.81869 -0.25348 4.39460  -0.08
129 H 5.90571 -0.17742 6.18788  0.31
130 H 6.64485 -1.52630 5.30670  0.22
131 C -0.34994 -6.13938 -8.49723  -1.08
132 C -1.12531 -5.84341 -7.22699  -0.16
133 O -0.46558 -6.40283 -6.08444  -0.36
134 C 0.58594 -5.70321 -5.62093  0.76
135 O 1.00450 -4.66136 -6.07398  -0.57
136 O 1.10925 -6.37540 -4.57888  -0.34
137 C 2.29233 -5.78265 -4.04589  -0.61
138 H -0.16028 -7.21236 -8.59054  0.29
139 H -0.90183 -5.79789 -9.37593  0.35
140 H 0.62422 -5.64386 -8.48947  0.30
141 H -2.10989 -6.31480 -7.28451  0.29
142 H -1.28949 -4.76969 -7.09466  0.30
143 H 2.13424 -4.72964 -3.80117  0.29
144 H 3.11562 -5.89403 -4.75551  0.26
145 H 2.55133 -6.31318 -3.12802  0.28

## Properties
- lowest unoccupied orbital energy (eV) = 0.40
- HOMO energy (Eh) = -0.315
- orbital gap (eV) = 8.99
- total energy (eV) = -97512.50545